1.
# C46H58N4O4PbSi3

A structure of composition C46H58N4O4PbSi3 (ωB97M-V/def2-TZVPD, the OMol25 dataset).

Last column: Mulliken charge in e.
Cartesian coordinates (Å):
Pb 0.043 0.395 -0.092  1.0267
O 2.837 -0.471 6.850  -0.5014
C 1.475 -0.155 6.690  -0.5970
C 1.166 -0.068 5.221  -0.1678
C -0.147 0.064 4.775  -1.1248
C -0.380 0.138 3.420  -0.4637
N 0.593 0.124 2.508  1.0581
C 1.849 0.009 2.925  0.1903
C 2.174 -0.105 4.274  -0.8007
C 2.889 0.023 1.861  0.3433
C 4.239 0.015 2.168  -0.8778
C 5.191 0.060 1.155  0.0881
C 6.660 0.094 1.505  -0.8498
O 6.950 -0.655 2.664  -0.4954
C 4.739 0.109 -0.153  -1.6960
C 3.376 0.115 -0.381  -0.0058
N 2.464 0.064 0.585  0.8143
H 3.042 -0.552 7.786  0.3316
H 1.229 0.812 7.147  0.3289
H 0.825 -0.909 7.147  0.3573
H -0.975 0.103 5.472  0.5136
H -1.390 0.208 3.034  0.0175
H 3.191 -0.225 4.607  0.6946
H 4.581 -0.023 3.191  0.6214
H 6.930 1.128 1.733  0.2519
H 7.261 -0.213 0.646  0.4387
H 7.076 -1.580 2.427  0.3145
H 5.426 0.147 -0.989  0.5683
H 2.992 0.161 -1.387  -0.1854
C 0.812 1.182 -5.185  -1.0243
Si 1.462 0.806 -3.465  0.2976
C 2.929 -0.313 -3.852  -1.4009
C 2.160 2.381 -2.719  -0.9062
C 0.031 -0.005 -2.434  1.6841
Si 0.045 -1.906 -2.784  0.5530
C -1.495 -2.728 -2.142  -0.5459
C 1.587 -2.719 -2.072  -0.9492
C 0.110 -2.297 -4.619  -1.2278
Si -1.643 0.751 -2.979  -0.1048
C -2.457 -0.088 -4.436  -1.4251
C -1.651 2.598 -3.378  -1.9045
C -2.889 0.697 -1.544  0.4101
C -4.255 0.878 -1.764  -0.7389
C -5.085 1.215 -0.709  -0.5795
C -4.537 1.358 0.558  -1.3743
C -3.188 1.114 0.719  -0.4294
N -2.393 0.787 -0.301  0.9303
H 1.634 1.627 -5.753  0.5018
H -0.020 1.880 -5.233  0.3223
H 0.525 0.271 -5.709  0.3044
H 3.625 0.317 -4.412  0.5424
H 2.652 -1.132 -4.514  0.2966
H 3.484 -0.750 -3.026  0.2903
H 3.150 2.540 -3.153  0.6095
H 2.280 2.373 -1.634  0.0553
H 1.561 3.256 -2.973  0.3503
H -1.605 -2.647 -1.065  -0.4260
H -1.454 -3.788 -2.407  0.7603
H -2.399 -2.321 -2.598  -0.0263
H 2.098 -2.123 -1.316  -0.0805
H 2.309 -2.908 -2.866  0.5661
H 1.331 -3.684 -1.630  0.5423
H -0.782 -2.012 -5.169  0.3355
H 0.197 -3.385 -4.695  0.4871
H 0.974 -1.879 -5.131  0.3252
H -1.821 -0.061 -5.319  0.4137
H -3.358 0.478 -4.685  0.5282
H -2.751 -1.119 -4.250  0.3941
H -0.677 3.036 -3.590  0.5288
H -2.113 3.178 -2.579  0.5519
H -2.260 2.738 -4.274  0.4747
H -4.654 0.796 -2.766  0.4650
H -6.141 1.387 -0.873  0.4798
H -5.140 1.658 1.404  0.5067
H -2.713 1.223 1.686  0.3468
C -0.108 5.276 0.940  -0.9021
C -0.211 4.750 -0.337  -0.9676
C -0.128 3.377 -0.524  -0.3916
C 0.059 2.525 0.553  1.9275
C 0.174 3.050 1.833  -1.3097
C 0.086 4.425 2.018  -0.8656
H -0.171 6.344 1.096  0.4070
H -0.353 5.403 -1.189  0.5162
H -0.205 2.983 -1.524  -0.1253
H 0.344 2.429 2.696  0.5033
H 0.174 4.832 3.018  0.4848
C -1.821 -6.309 0.943  -1.1040
O -2.222 -4.991 1.320  -0.3163
C -3.053 -4.318 0.503  0.9819
C -3.478 -4.775 -0.742  -0.6733
C -4.385 -4.043 -1.489  -0.8593
C -4.890 -2.840 -1.015  -0.9431
C -4.478 -2.381 0.221  -0.3640
C -3.555 -3.096 0.968  0.0365
N -3.328 -2.679 2.318  0.2603
C -2.259 -2.748 3.064  -1.4604
C -0.905 -2.912 2.681  1.4261
C -0.128 -3.699 3.563  -1.1021
C 1.149 -4.077 3.250  -1.4456
C 1.690 -3.628 2.037  -0.9314
C 0.987 -2.785 1.211  0.2116
C -0.317 -2.352 1.512  1.2957
O -0.937 -1.437 0.807  0.4548
H -1.242 -6.689 1.779  0.2868
H -1.195 -6.281 0.050  0.3771
H -2.690 -6.946 0.774  0.4162
H -3.109 -5.716 -1.123  0.5209
H -4.708 -4.427 -2.447  0.4696
H -5.615 -2.281 -1.589  0.4292
H -4.883 -1.464 0.630  0.6627
H -4.188 -2.484 2.817  0.3936
H -2.473 -2.698 4.129  0.6282
H -0.587 -4.049 4.481  0.5594
H 1.722 -4.707 3.914  0.5397
H 2.692 -3.928 1.756  0.5403
H 1.440 -2.410 0.308  -0.4715

Forces on the atoms, in the same order (eV/Å):
Pb -0.12 0.11 -0.28
O 0.00 -0.03 0.00
C 0.00 0.03 0.00
C -0.02 0.00 0.00
C 0.01 0.02 0.01
C 0.03 0.01 0.01
N -0.07 -0.08 0.13
C 0.03 -0.01 -0.05
C 0.00 -0.02 0.00
C 0.00 0.00 -0.01
C 0.01 -0.02 -0.02
C -0.02 0.00 0.02
C 0.01 0.00 0.02
O -0.03 0.01 0.01
C -0.02 0.05 -0.01
C 0.01 0.00 -0.06
N -0.04 -0.01 0.14
H 0.01 0.03 0.00
H -0.01 -0.01 0.01
H 0.01 -0.01 -0.01
H 0.00 0.00 0.01
H -0.01 0.00 0.00
H 0.01 0.00 0.01
H 0.00 0.00 0.00
H 0.01 0.00 -0.04
H -0.01 -0.03 0.01
H 0.03 0.00 0.00
H 0.00 0.00 -0.01
H 0.03 -0.04 -0.01
C 0.00 0.00 0.01
Si -0.11 -0.04 -0.12
C 0.01 -0.06 0.06
C -0.03 0.01 0.03
C -0.02 -0.05 0.36
Si 0.06 0.15 -0.12
C 0.05 0.07 -0.04
C 0.04 0.02 -0.01
C 0.02 0.04 -0.02
Si 0.06 -0.09 -0.12
C 0.02 -0.03 0.00
C -0.01 0.01 -0.02
C 0.02 0.02 0.05
C 0.02 0.02 0.03
C -0.03 -0.03 -0.03
C -0.01 -0.05 0.05
C -0.01 0.01 0.03
N 0.07 -0.07 -0.04
H 0.02 0.01 0.01
H -0.01 0.00 -0.04
H 0.00 -0.01 -0.02
H 0.00 0.03 0.00
H 0.04 0.04 0.02
H 0.03 -0.02 0.04
H 0.01 0.01 -0.01
H 0.00 0.02 0.01
H -0.02 0.01 0.01
H 0.01 0.03 0.07
H 0.03 0.02 -0.01
H 0.05 -0.03 0.04
H 0.06 0.00 -0.13
H -0.01 0.00 -0.05
H 0.01 0.00 0.04
H -0.06 0.01 -0.02
H 0.00 -0.02 0.04
H -0.07 -0.04 -0.03
H 0.00 0.01 -0.03
H -0.01 0.02 0.01
H 0.02 0.00 -0.05
H 0.02 0.02 0.01
H -0.02 0.00 0.00
H 0.00 0.01 -0.01
H -0.01 0.00 -0.01
H 0.00 0.00 0.00
H 0.00 0.00 0.00
H 0.00 -0.01 0.01
C 0.00 0.00 0.02
C 0.00 0.00 -0.02
C -0.05 0.03 -0.02
C 0.06 -0.01 0.06
C 0.06 -0.01 -0.02
C 0.00 0.01 0.01
H 0.00 0.01 0.00
H 0.00 0.00 -0.01
H 0.01 -0.01 -0.02
H -0.01 -0.03 0.01
H 0.00 0.00 0.01
C 0.03 0.02 -0.02
O -0.04 0.02 0.04
C -0.01 -0.08 0.02
C -0.07 -0.04 0.07
C -0.04 -0.01 0.06
C 0.02 -0.05 0.00
C 0.05 0.07 -0.04
C -0.04 0.08 -0.04
N -0.03 -0.08 0.08
C -0.05 0.09 -0.02
C 0.01 -0.04 0.01
C -0.05 0.00 0.01
C 0.02 0.02 -0.06
C 0.01 -0.04 0.08
C -0.06 0.13 -0.02
C 0.10 -0.16 -0.02
O 0.02 0.07 -0.16
H 0.00 0.00 -0.01
H -0.01 -0.01 0.00
H 0.00 -0.01 0.01
H 0.00 -0.01 0.00
H 0.00 0.00 -0.01
H -0.01 0.01 -0.01
H 0.00 0.06 0.00
H 0.00 -0.03 0.01
H 0.02 0.01 0.00
H 0.00 0.00 0.01
H 0.00 -0.01 0.01
H 0.00 0.00 -0.01
H -0.02 -0.03 0.15

Energy relative to the best compared isomer or geometry (same formula, charge and spin), eV: 0.000
Lowest unoccupied orbital energy, eV: -5.6118
E, Eh: -3368.561294
Largest force on an atom, Eh/bohr: 0.0071
Total charge: +2
E_HOMO, eV: -13.106

2.
# C46H58N4O5P3S2V

A structure of composition C46H58N4O5P3S2V in a non-equilibrium geometry (ωB97M-V/def2-TZVPD, the OMol25 dataset).

Last column: Mulliken spin population.
Cartesian coordinates (Å):
V -0.060 0.645 0.420  1.2264
C -3.843 -1.371 -0.150  -0.0025
N -2.812 -2.350 -0.538  -0.0003
C -3.364 -3.693 -0.807  0.0000
P -1.548 -1.807 -1.367  0.0009
O -0.905 -0.638 -0.517  -0.1480
O -0.612 -3.038 -1.570  -0.0031
P 1.036 -3.120 -1.820  -0.0117
O 1.707 -1.925 -1.272  -0.0057
N 1.125 -3.206 -3.445  0.0000
C 2.252 -2.579 -4.147  -0.0001
C 0.602 -4.376 -4.160  0.0000
N 1.367 -4.501 -1.019  0.0003
C 2.793 -4.751 -0.747  0.0001
C 0.605 -5.740 -1.222  0.0000
N -1.759 -1.179 -2.842  0.0000
C -2.458 0.106 -2.991  0.0017
C -2.062 -2.094 -3.961  -0.0003
H -4.350 -1.747 0.738  0.0001
H -4.581 -1.236 -0.943  0.0000
H -3.398 -0.409 0.098  0.0036
H -3.785 -4.077 0.121  0.0000
H -2.585 -4.375 -1.133  0.0000
H -4.149 -3.644 -1.563  -0.0001
H 2.697 -1.809 -3.527  0.0001
H 1.893 -2.122 -5.070  0.0000
H 3.010 -3.324 -4.398  0.0000
H -0.231 -4.831 -3.629  0.0000
H 1.375 -5.134 -4.304  0.0000
H 0.244 -4.065 -5.142  0.0000
H 3.304 -3.819 -0.518  0.0000
H 3.287 -5.241 -1.588  0.0000
H 2.863 -5.407 0.121  0.0000
H -0.456 -5.528 -1.328  0.0000
H 0.729 -6.374 -0.346  0.0000
H 0.952 -6.302 -2.090  0.0000
H -2.266 0.757 -2.143  0.0035
H -3.536 -0.041 -3.084  0.0000
H -2.098 0.592 -3.896  0.0004
H -1.542 -3.036 -3.845  0.0000
H -1.721 -1.627 -4.884  0.0001
H -3.137 -2.275 -4.035  -0.0002
O 2.260 0.624 0.054  -0.0072
S 3.387 0.411 -0.947  -0.0042
C 4.527 1.749 -0.586  0.0016
C 3.867 3.120 -0.384  -0.0003
C 3.876 3.646 1.051  0.0002
C 3.042 2.889 2.075  0.0009
S 1.255 3.204 2.119  -0.0082
O 0.702 2.021 1.222  -0.0298
C 0.935 4.646 1.191  -0.0029
C 0.855 5.805 1.957  -0.0006
C 0.644 7.011 1.303  -0.0001
C 0.486 7.032 -0.075  0.0000
C 0.546 5.856 -0.818  0.0011
C 0.777 4.645 -0.190  -0.0040
C 2.790 0.987 -2.516  0.0047
C 1.463 1.343 -2.685  -0.0334
C 1.013 1.763 -3.930  0.0010
C 1.894 1.815 -5.000  0.0000
C 3.221 1.437 -4.829  0.0001
C 3.674 1.016 -3.590  -0.0006
H 5.220 1.742 -1.428  -0.0002
H 5.088 1.409 0.287  0.0002
H 2.851 3.093 -0.780  -0.0009
H 4.402 3.851 -0.991  0.0001
H 3.590 4.701 1.040  0.0000
H 4.896 3.624 1.444  0.0000
H 3.338 3.107 3.103  -0.0005
H 3.070 1.805 1.930  -0.0018
H 0.954 5.777 3.035  0.0000
H 0.585 7.927 1.874  0.0000
H 0.309 7.974 -0.577  0.0000
H 0.419 5.889 -1.892  0.0000
H 0.835 3.730 -0.763  0.0108
H 0.771 1.283 -1.845  0.0659
H -0.021 2.051 -4.065  0.0002
H 1.550 2.146 -5.970  0.0000
H 3.906 1.467 -5.665  0.0000
H 4.705 0.705 -3.472  0.0000
C 1.567 0.377 6.379  -0.0063
C 0.928 1.442 5.751  0.0032
C 0.228 1.229 4.578  -0.0046
C 0.165 -0.049 4.015  -0.0028
C 0.788 -1.117 4.659  -0.0099
C 1.489 -0.896 5.837  0.0032
P -0.841 -0.274 2.535  0.0077
C -1.241 -2.019 2.435  -0.0083
C -2.494 -2.477 2.843  -0.0076
C -2.744 -3.839 2.901  0.0011
C -1.744 -4.741 2.564  -0.0021
C -0.503 -4.282 2.143  0.0029
C -0.250 -2.922 2.061  0.0175
C -2.317 0.714 2.755  -0.0248
C -3.093 0.673 3.886  -0.0030
C -4.253 1.471 3.971  -0.0011
C -4.594 2.301 2.940  0.0010
C -3.788 2.395 1.777  -0.0043
C -4.099 3.284 0.712  0.0032
C -3.284 3.377 -0.376  0.0001
C -2.111 2.580 -0.457  0.0160
C -1.794 1.702 0.539  -0.0805
C -2.632 1.592 1.685  0.0290
H 2.105 0.539 7.303  -0.0002
H 0.952 2.428 6.197  0.0000
H -0.332 2.049 4.141  -0.0014
H 0.728 -2.120 4.260  0.0006
H 1.964 -1.729 6.337  0.0001
H -3.270 -1.780 3.128  -0.0004
H -3.709 -4.195 3.235  -0.0001
H -1.932 -5.804 2.637  -0.0001
H 0.277 -4.982 1.897  0.0000
H 0.723 -2.578 1.722  0.0021
H -2.822 0.037 4.720  0.0004
H -4.868 1.426 4.859  -0.0003
H -5.482 2.917 3.010  0.0000
H -4.988 3.896 0.785  0.0002
H -3.521 4.063 -1.178  -0.0005
H -1.473 2.695 -1.330  0.0129

Forces on the atoms, in the same order (eV/Å):
V -0.03 -0.24 0.07
C 0.03 -0.10 0.07
N -0.40 -0.28 0.08
C -0.01 0.12 0.13
P 1.09 0.79 0.29
O -0.21 -1.13 -0.87
O -0.10 -0.08 0.39
P 0.17 0.76 0.19
O -0.18 -0.26 -0.11
N 0.10 -0.23 -0.33
C -0.11 0.06 0.00
C 0.03 0.07 -0.02
N -0.08 -0.41 0.12
C -0.06 0.01 0.06
C 0.00 0.08 0.10
N -0.27 0.17 -0.41
C 0.08 -0.03 0.00
C 0.01 0.12 0.03
H -0.01 -0.01 0.00
H -0.03 0.00 -0.02
H 0.05 0.01 -0.04
H -0.03 0.01 0.00
H 0.05 0.00 -0.01
H -0.01 -0.03 -0.02
H 0.00 0.07 0.06
H -0.01 -0.01 -0.04
H 0.03 0.00 -0.01
H -0.04 0.01 0.04
H 0.01 -0.02 -0.01
H 0.02 0.01 -0.02
H -0.02 0.04 -0.02
H 0.02 -0.02 -0.03
H 0.01 0.00 0.00
H -0.03 0.03 -0.02
H 0.03 0.01 0.06
H 0.02 -0.02 -0.03
H 0.00 -0.06 0.01
H -0.02 0.02 -0.02
H 0.00 -0.01 -0.02
H 0.00 -0.02 0.03
H 0.00 0.01 -0.01
H -0.01 0.00 -0.03
O -0.51 -0.26 -0.24
S -0.05 -0.55 0.13
C 0.03 0.23 0.12
C 0.02 -0.04 -0.06
C 0.11 -0.01 0.10
C -0.03 -0.08 -0.16
S -0.25 -0.78 -0.26
O 0.38 1.59 1.11
C 0.00 0.09 -0.04
C -0.05 0.08 -0.18
C 0.00 -0.02 0.04
C 0.00 -0.01 0.00
C 0.00 -0.02 0.02
C 0.05 0.18 0.00
C -0.13 0.07 -0.18
C -0.05 0.00 0.06
C 0.04 -0.01 0.04
C 0.03 -0.01 0.02
C -0.04 0.00 -0.02
C -0.06 -0.02 -0.01
H 0.06 0.03 0.04
H 0.00 0.02 0.02
H 0.02 0.00 0.02
H 0.00 -0.02 -0.03
H -0.01 -0.01 0.05
H 0.03 0.03 -0.09
H 0.08 0.08 -0.03
H 0.03 0.04 0.08
H -0.01 -0.03 0.03
H 0.00 0.02 0.00
H 0.00 0.01 -0.01
H -0.01 0.01 -0.01
H -0.03 -0.02 0.03
H 0.09 0.03 -0.16
H -0.03 0.01 0.00
H -0.01 0.00 -0.01
H 0.01 0.01 -0.02
H 0.01 -0.01 0.02
C -0.01 0.03 -0.02
C 0.04 -0.08 0.01
C -0.11 0.08 0.03
C -0.06 0.06 0.04
C 0.18 -0.02 -0.04
C -0.01 0.00 -0.06
P -0.01 0.06 0.09
C -0.16 0.02 0.02
C 0.04 -0.03 0.01
C 0.02 -0.01 0.00
C -0.01 -0.01 -0.01
C -0.07 0.06 -0.04
C 0.06 -0.05 -0.06
C -0.01 0.09 -0.05
C -0.12 0.06 0.06
C 0.09 -0.07 0.02
C 0.05 0.03 -0.07
C -0.17 0.08 0.02
C 0.02 -0.05 0.08
C 0.11 -0.04 -0.02
C -0.08 0.09 -0.02
C 0.18 -0.29 0.12
C 0.10 0.01 -0.12
H 0.01 0.00 0.01
H 0.00 0.01 0.00
H 0.02 -0.05 -0.02
H -0.03 0.02 0.01
H 0.01 -0.01 0.01
H 0.00 0.01 0.01
H -0.02 0.00 0.00
H 0.01 -0.01 0.00
H 0.13 -0.13 -0.10
H -0.01 0.01 0.00
H 0.00 -0.01 0.01
H 0.00 -0.01 0.02
H -0.02 0.01 -0.01
H -0.02 0.00 0.00
H 0.00 0.01 -0.02
H 0.01 0.02 0.01

Multiplicity: 2
Lowest unoccupied orbital energy (spin up / spin down), eV: -8.5857 / -7.9515
E, Eh: -5146.652754
Largest force on an atom, Eh/bohr: 0.0384
Total charge: +3
E_HOMO (spin up / spin down), eV: -15.329 / -15.341